Entry 1:
{"formula": "C13H30BO10P2S3", "method": "the ωB97M-V functional and the def2-TZVPD basis", "species": ["C", "P", "C", "C", "O", "B", "P", "O", "O", "O", "C", "C", "S", "O", "O", "H", "H", "H", "H", "H", "H", "H", "H", "H", "H", "H", "H", "H", "H", "C", "C", "C", "S", "O", "O", "C", "H", "H", "H", "H", "H", "H", "H", "H", "C", "C", "C", "S", "O", "O", "C", "H", "H", "H", "H", "H", "H", "H", "H"], "coordinates": [[1.451, 0.984, -3.671], [3.030, 0.054, -3.845], [2.492, -1.310, -4.953], [3.156, -0.946, -2.299], [2.155, -1.890, -2.046], [1.889, -1.901, -0.557], [0.114, -1.210, 0.033], [-0.054, 0.327, -0.647], [-0.933, -2.038, -1.006], [2.988, -1.079, -0.003], [3.275, -0.137, -0.995], [4.665, 0.463, -0.787], [4.654, 2.092, -0.112], [6.023, 2.532, 0.052], [3.731, 2.913, -0.868], [0.551, 0.376, -3.800], [1.425, 1.490, -2.703], [1.449, 1.773, -4.428], [1.985, -0.891, -5.826], [1.825, -2.004, -4.436], [3.377, -1.850, -5.298], [4.121, -1.474, -2.464], [1.882, -3.044, -0.105], [0.307, 0.324, -1.542], [-1.715, -1.473, -1.089], [2.538, 0.680, -0.988], [5.179, 0.608, -1.744], [5.266, -0.184, -0.147], [4.090, 1.918, 1.102], [0.173, 3.840, 2.429], [-0.906, 2.840, 2.866], [-0.272, 1.446, 2.850], [1.477, 1.694, 3.168], [2.218, 1.328, 1.988], [1.848, 1.166, 4.458], [1.418, 3.487, 3.236], [-0.132, 4.872, 2.601], [0.382, 3.721, 1.363], [-1.246, 3.088, 3.875], [-1.773, 2.869, 2.208], [-0.660, 0.776, 3.612], [-0.344, 0.967, 1.873], [2.345, 3.878, 2.822], [1.323, 3.772, 4.284], [-6.130, -2.391, -0.049], [-5.465, -3.583, 0.657], [-4.056, -3.143, 1.069], [-4.143, -1.363, 1.314], [-3.321, -0.741, 0.314], [-3.989, -1.036, 2.708], [-5.862, -1.177, 0.834], [-7.198, -2.550, -0.194], [-5.675, -2.240, -1.030], [-6.045, -3.850, 1.542], [-5.423, -4.460, 0.013], [-3.713, -3.592, 1.997], [-3.314, -3.305, 0.288], [-5.974, -0.220, 0.330], [-6.459, -1.196, 1.746]], "total_charge": -1}

=====

Entry 2:
{"formula": "C13H30BO8", "method": "the ωB97M-V functional and the def2-TZVPD basis", "species": ["C", "O", "C", "C", "C", "B", "C", "C", "C", "O", "H", "H", "H", "H", "H", "H", "H", "H", "H", "H", "H", "H", "H", "H", "H", "H", "H", "H", "C", "O", "C", "O", "O", "C", "H", "H", "H", "H", "H", "H", "C", "O", "C", "O", "O", "C", "H", "H", "H", "H", "H", "H"], "coordinates": [[2.852, -0.313, 0.852], [1.743, -1.034, 0.348], [1.147, -0.380, -0.786], [-0.374, -0.615, -0.687], [-1.184, 0.557, -0.037], [-0.562, 1.221, 1.349], [-1.018, 2.810, 1.387], [-0.027, 3.839, 0.752], [1.467, 3.548, 0.987], [2.233, 4.619, 0.371], [3.579, -1.066, 1.209], [2.568, 0.340, 1.689], [3.337, 0.238, 0.031], [1.416, 0.686, -0.836], [1.604, -0.866, -1.675], [-0.742, -0.717, -1.733], [-0.544, -1.584, -0.194], [-2.169, 0.121, 0.233], [-1.406, 1.329, -0.803], [0.610, 1.020, 1.528], [-1.143, 0.678, 2.275], [-1.343, 3.121, 2.401], [-1.948, 2.875, 0.776], [-0.188, 3.990, -0.329], [-0.215, 4.827, 1.222], [1.782, 2.630, 0.470], [1.721, 3.453, 2.049], [2.598, 4.291, -0.438], [-1.511, -3.123, 3.066], [-2.249, -2.029, 3.602], [-2.800, -2.271, 4.783], [-2.726, -3.297, 5.406], [-3.455, -1.174, 5.164], [-4.098, -1.296, 6.427], [-1.110, -2.806, 2.107], [-0.680, -3.383, 3.721], [-2.161, -3.984, 2.910], [-3.369, -1.486, 7.214], [-4.848, -2.087, 6.404], [-4.593, -0.349, 6.627], [1.519, 0.744, -7.306], [1.021, 0.195, -6.090], [1.481, -1.027, -5.819], [2.245, -1.657, -6.498], [0.945, -1.420, -4.669], [1.352, -2.720, -4.249], [1.077, 1.731, -7.416], [2.603, 0.846, -7.267], [1.224, 0.129, -8.156], [2.429, -2.754, -4.090], [1.050, -3.472, -4.978], [0.856, -2.930, -3.304]], "total_charge": -1}

=====

Entry 3:
{"formula": "C13H30ClFN5O2", "method": "the ωB97M-V functional and the def2-TZVPD basis", "species": ["C", "C", "C", "N", "C", "C", "N", "F", "C", "C", "Cl", "N", "H", "H", "H", "H", "H", "H", "H", "H", "H", "H", "H", "H", "H", "H", "H", "H", "C", "O", "N", "C", "C", "H", "H", "H", "H", "H", "H", "H", "C", "O", "N", "C", "C", "H", "H", "H", "H", "H", "H", "H"], "coordinates": [[1.123, -5.006, -0.607], [1.370, -3.500, -0.209], [1.040, -2.509, -1.370], [-0.223, -1.786, -1.241], [-1.340, -2.628, -0.953], [-1.630, -3.609, -2.127], [-2.942, -4.304, -1.993], [-2.842, -5.668, -2.120], [-3.694, -4.016, -0.740], [-3.605, -2.527, -0.265], [-5.160, -1.655, -0.609], [-2.528, -1.739, -0.849], [0.170, -5.372, -0.194], [1.959, -5.603, -0.232], [1.106, -5.104, -1.704], [2.441, -3.438, 0.024], [0.826, -3.286, 0.719], [1.827, -1.743, -1.362], [1.146, -3.046, -2.323], [-0.155, -1.030, -0.572], [-1.294, -3.146, 0.026], [-0.804, -4.302, -2.330], [-1.705, -2.977, -3.027], [-3.541, -4.012, -2.768], [-3.432, -4.719, 0.059], [-4.752, -4.223, -0.959], [-3.509, -2.546, 0.825], [-2.792, -1.477, -1.795], [-0.473, 1.014, 0.593], [0.668, 0.801, 0.217], [-0.987, 2.216, 0.896], [-2.360, 2.374, 1.334], [-0.138, 3.394, 0.780], [-1.203, 0.195, 0.719], [-2.891, 3.026, 0.638], [-2.375, 2.821, 2.330], [-2.865, 1.409, 1.371], [0.214, 3.489, -0.247], [0.726, 3.286, 1.433], [-0.691, 4.286, 1.058], [2.543, 6.327, 1.092], [1.413, 5.888, 1.165], [3.661, 5.644, 1.423], [4.982, 6.232, 1.313], [3.531, 4.280, 1.904], [2.752, 7.349, 0.740], [5.588, 5.641, 0.624], [5.460, 6.242, 2.295], [4.916, 7.253, 0.942], [3.044, 3.668, 1.143], [2.915, 4.267, 2.805], [4.512, 3.868, 2.128]], "total_charge": 1}

=====

Entry 4:
{"formula": "C13H30ClFNO5Sr", "method": "the ωB97M-V functional and the def2-TZVPD basis", "species": ["Sr", "C", "C", "C", "C", "C", "C", "N", "O", "C", "C", "C", "H", "H", "H", "H", "H", "H", "H", "H", "H", "H", "H", "H", "H", "H", "H", "H", "H", "H", "Cl", "F", "C", "C", "O", "O", "H", "H", "H", "H", "H", "H", "C", "C", "O", "O", "H", "H", "H", "H", "H", "H"], "coordinates": [[27.531, 0.360, 17.211], [28.487, -2.453, 19.587], [28.793, -3.323, 18.338], [29.110, -4.762, 18.781], [27.868, -5.492, 19.280], [26.883, -5.476, 18.113], [26.496, -4.075, 17.636], [27.755, -3.388, 17.337], [27.584, -2.185, 16.680], [25.557, -3.453, 18.656], [25.777, -4.231, 16.274], [30.102, -2.828, 17.702], [27.928, -3.059, 20.300], [27.806, -1.629, 19.337], [29.367, -1.956, 19.997], [29.936, -4.774, 19.502], [29.488, -5.334, 17.930], [27.431, -5.060, 20.186], [28.056, -6.527, 19.588], [26.025, -6.124, 18.349], [27.313, -6.015, 17.261], [24.659, -4.076, 18.672], [25.244, -2.439, 18.369], [25.988, -3.284, 19.642], [26.415, -4.667, 15.515], [25.585, -3.186, 16.007], [24.805, -4.716, 16.389], [30.474, -3.514, 16.941], [30.868, -2.656, 18.467], [30.040, -1.845, 17.219], [27.587, 3.330, 16.928], [29.722, 0.236, 15.993], [24.461, 0.241, 15.743], [25.466, 0.164, 14.585], [26.779, 0.682, 14.865], [25.103, 0.104, 17.008], [23.787, -0.604, 15.590], [23.923, 1.185, 15.637], [25.204, 0.678, 13.649], [25.513, -0.855, 14.175], [27.208, 0.761, 14.011], [24.463, 0.317, 17.691], [28.629, 1.312, 20.335], [27.171, 1.683, 20.182], [26.475, 0.589, 19.527], [29.257, 1.278, 19.061], [28.687, 0.277, 20.692], [29.147, 1.992, 21.014], [26.998, 2.633, 19.671], [26.748, 1.838, 21.184], [25.622, 0.602, 19.966], [29.803, 2.061, 18.960]], "total_charge": -1}

=====

| no. | HOMO-LUMO gap (eV) | E_tot (eV) | maximum force (Eh/bohr) |
| --- | --- | --- | --- |
| 1 | 5.53 | -86204.9490 | 0.0135 |
| 2 | 6.90 | -31023.0925 | 0.0304 |
| 3 | 7.59 | -40743.7016 | 0.0342 |
| 4 | 4.43 | -41773.2067 | 0.0668 |